(1)
62
Properties=species:S:1:pos:R:3 method="wB97M-V/def2-TZVPD" orbital_gap_ev=5.441 relative_energy_kcal_mol=98.1 total_energy_ha=-1573.10405 homo_ev=-9.3 charge=+1 mol_weight_g_mol=573.50
C -1.6466 -0.3942 1.9695
C -2.2466 0.2028 0.8079
C -1.5913 1.4555 0.5492
C -0.6179 1.6699 1.5799
C -0.6312 0.5159 2.4529
Hf 0.1014 -0.3127 0.4158
C 2.3037 1.1734 -1.4817
C 2.4412 0.1934 -0.3823
H 2.9281 -0.7577 -0.6893
C 2.0859 0.4651 0.9963
H 2.2078 1.5180 1.3068
H 2.5362 -0.2506 1.7161
C 3.2397 0.9548 -2.7010
H 3.0259 -0.0567 -3.0993
H 2.9450 1.6429 -3.5138
H 4.3238 1.0675 -2.4436
C 2.0917 2.6343 -1.0958
H 1.1402 2.7613 -0.5366
H 2.9510 3.0746 -0.4882
H 1.9606 3.2486 -2.0030
C -3.4547 -0.3203 0.1157
H -3.4090 -1.4103 -0.0063
H -4.3532 -0.0937 0.7082
H -3.5936 0.1314 -0.8703
C -2.0033 2.4461 -0.4881
H -2.2473 1.9527 -1.4330
H -2.8960 2.9954 -0.1532
H -1.2150 3.1807 -0.6895
C 0.0200 2.9764 1.9121
H 0.0230 3.6594 1.0568
H -0.5357 3.4706 2.7236
H 1.0511 2.8504 2.2576
C 0.0658 0.4174 3.7654
H 0.9861 1.0123 3.7766
H -0.5870 0.7938 4.5668
H 0.3208 -0.6207 4.0106
C -2.1949 -1.5690 2.7061
H -1.4359 -2.0233 3.3515
H -3.0437 -1.2647 3.3372
H -2.5527 -2.3314 2.0038
C -0.6647 -0.0752 -1.5557
C 0.4497 0.5254 -2.4588
C -1.7206 -0.4328 -2.5115
C 0.0682 1.5001 -3.3968
H 1.3551 0.0119 -2.9142
C -2.0641 0.4471 -3.6046
H -2.3521 -1.4378 -2.3104
C -1.1972 1.5728 -3.9647
H 0.7969 2.3672 -3.6631
H -3.0085 0.3235 -4.1686
H -1.5039 2.2775 -4.7823
Cl 1.2005 -5.6998 -1.5527
C 1.0467 -4.6515 -0.2070
C 1.3854 -5.1120 1.0703
C 1.2816 -4.2184 2.1356
C 0.8948 -2.9022 1.9061
N 0.5557 -2.4657 0.6613
C 0.6069 -3.3349 -0.4043
H 1.7075 -6.1380 1.2144
H 1.5053 -4.5150 3.1579
H 0.8506 -2.1641 2.7190
H 0.3128 -2.9378 -1.3811


(2)
71
Properties=species:S:1:pos:R:3 method="wB97M-V/def2-TZVPD" orbital_gap_ev=6.507 total_energy_ha=-2596.84300 homo_ev=-6.3 charge=-1 mol_weight_g_mol=586.49
C 5.2372 -1.1430 0.0880
C 4.8231 -2.5969 0.7436
C 3.6477 -2.3482 1.8752
C 2.1974 -2.1277 1.1308
C 0.9491 -2.9531 1.8180
C -0.2077 -3.4240 0.7055
C -0.6957 -2.0567 -0.1056
C -0.0720 -1.7931 -1.6317
C -0.4354 -0.4567 -2.5269
C 0.2749 -0.2534 -4.0255
N 1.6194 0.4390 -3.7231
C -1.4584 0.6573 -1.8943
C -2.0820 0.3789 -0.3676
C -1.7392 -0.9321 0.5534
P -2.3773 -1.2861 2.3173
C -2.5443 0.3117 3.3736
C -4.1911 -1.9869 2.1957
C -3.9949 -3.5327 1.5877
C -3.0814 1.5791 0.2159
O -4.2369 1.3666 0.8491
C -2.5409 3.1285 -0.1099
C -2.5877 4.3321 1.0118
C -1.9945 5.8154 0.5305
C -2.0114 6.9943 1.7142
C -0.7830 6.5472 2.7579
F -3.3523 6.9219 2.3385
C -1.4320 6.1098 -0.9870
C -1.3934 4.8986 -2.0934
C -1.9265 3.4069 -1.6407
C -1.8897 2.0808 -2.6599
O -2.2175 2.1378 -3.9638
H 6.2518 -1.2741 -0.4956
H 5.3762 -0.3002 0.8888
H 4.4095 -0.8465 -0.6874
H 5.7623 -3.1886 1.1561
H 4.3597 -3.2618 -0.1071
H 3.9037 -1.3132 2.4109
H 3.6762 -3.2504 2.6302
H 2.2517 -2.4968 0.0047
H 1.9116 -0.9699 1.1605
H 0.3948 -2.3094 2.6486
H 1.3816 -3.8981 2.4049
H 0.2309 -4.2536 -0.0333
H -1.0801 -3.8839 1.3353
H 0.6688 -2.6229 -2.0218
H -0.3433 0.4825 -4.7146
H 0.4330 -1.2968 -4.5827
H 1.3419 1.1829 -3.0205
H 2.0269 0.8583 -4.5871
H -2.3084 0.0169 4.4995
H -1.8907 1.1930 2.9676
H -3.6682 0.7130 3.3941
H -4.7985 -1.3208 1.4493
H -4.6674 -2.0350 3.2864
H -4.9536 -4.1896 1.8173
H -3.0964 -4.0933 2.1389
H -3.7616 -3.4141 0.4467
H -3.0128 4.1196 2.0835
H -1.7070 8.0511 1.3147
H -1.0903 6.6410 3.8867
H 0.2047 7.1687 2.5788
H -0.4810 5.4123 2.5428
H -1.0666 7.2259 -1.1969
H -0.9879 5.1171 -3.1772
F 4.5058 -5.1828 -3.6247
P 3.5460 -4.0253 -3.2149
F 2.8370 -5.3413 -2.7745
F 4.0096 -3.2637 -4.4929
F 2.9373 -3.3435 -1.9527
F 2.2428 -3.6445 -3.9794
F 4.7461 -3.3772 -2.4602


(3)
73
Properties=species:S:1:pos:R:3 method="wB97M-V/def2-TZVPD" orbital_gap_ev=5.903 relative_energy_kcal_mol=12.8 total_energy_ha=-5045.49578 homo_ev=-4.0 charge=-1 mol_weight_g_mol=933.87
Rb 0.6711 -0.0551 -1.0672
I 1.5006 0.9613 -4.6506
C 3.4930 1.5318 -5.1545
I 4.9534 1.0638 -3.6674
H 3.5099 2.6063 -5.2819
H 3.7969 1.0218 -6.0589
N 1.4793 2.1405 0.7697
C 1.0621 1.9531 2.1647
C 1.4363 0.5619 2.6883
C 0.3905 -0.5203 2.3345
O -0.6668 -0.5127 2.9908
O 0.6870 -1.3053 1.3837
H 2.4337 2.4707 0.7128
H 0.8970 2.7852 0.2416
H -0.0216 2.0746 2.2229
H 1.4902 2.7191 2.8233
H 1.5168 0.5992 3.7778
H 2.4128 0.2914 2.2767
O 2.5653 -2.3675 -1.7262
C 3.1625 -1.8607 -0.8125
O 3.3917 -0.5460 -0.7551
C 3.6705 -2.6217 0.4041
N 4.1582 -1.6904 1.4309
C 5.5615 -2.0113 1.7200
C 5.7389 -3.4693 1.3011
C 4.8456 -3.5597 0.0637
H 2.8050 -3.1795 0.7640
H 3.5660 -1.7253 2.2486
H 3.7411 -0.3929 0.1567
H 5.7925 -1.8180 2.7668
H 6.2128 -1.3725 1.1154
H 5.3684 -4.1331 2.0862
H 6.7775 -3.7302 1.0968
H 4.4978 -4.5687 -0.1464
H 5.3769 -3.2062 -0.8230
O -1.4073 0.9947 -3.7443
H -1.2187 1.9137 -3.4682
H -1.8215 0.6167 -2.9525
O -2.0591 -0.3370 -1.2681
S -2.2994 -0.7471 0.1538
C -2.3888 -2.5370 0.1066
C -2.2314 -3.1813 -1.1075
C -2.2516 -4.5693 -1.1406
C -2.4156 -5.2897 0.0335
C -2.5492 -4.6276 1.2483
C -2.5272 -3.2435 1.2922
C -4.0234 -0.4519 0.5229
C -4.9700 -0.3936 -0.4848
C -6.2916 -0.1512 -0.1438
C -6.6442 0.0291 1.1886
C -5.6788 -0.0142 2.1859
C -4.3509 -0.2444 1.8549
H -2.1013 -2.5900 -2.0050
H -2.1305 -5.0859 -2.0841
H -2.4251 -6.3722 0.0045
H -2.6534 -5.1931 2.1654
H -2.5818 -2.7120 2.2344
H -4.6586 -0.5204 -1.5145
H -7.0473 -0.0957 -0.9168
H -7.6775 0.2220 1.4483
H -5.9574 0.1509 3.2185
H -3.5650 -0.2489 2.6037
Se -0.0177 3.5969 -2.1985
C -0.7109 5.1159 -1.3261
C -1.9086 5.7257 -1.7194
C -2.3626 6.8501 -1.0530
N -1.7345 7.4276 -0.0267
C -0.5942 6.8458 0.3492
C -0.0524 5.7214 -0.2486
H -2.4778 5.3162 -2.5436
H -3.2929 7.3192 -1.3624
H -0.0794 7.3113 1.1855
H 0.8829 5.3146 0.1149


(4)
63
Properties=species:S:1:pos:R:3 method="wB97M-V/def2-TZVPD" orbital_gap_ev=7.127 relative_energy_kcal_mol=0.7 total_energy_ha=-1593.20233 homo_ev=-11.3 charge=+1 mol_weight_g_mol=421.63
C 1.1902 2.5555 4.8211
S 0.7337 1.5842 3.3601
C -1.0519 1.7124 3.5375
H 2.0882 2.1429 5.2845
H 1.4049 3.5545 4.4271
H 0.3583 2.5905 5.5287
H -1.5850 0.8513 3.1263
H -1.2949 1.8129 4.5980
H -1.3238 2.6248 2.9920
C -0.3322 1.1006 -4.3952
N -0.5588 1.3808 -2.9960
C -1.6607 2.0916 -2.5860
O -2.5020 2.6233 -3.3112
C -1.6695 2.0704 -1.0639
C -2.9596 1.4972 -0.4875
C -3.1863 0.0821 -0.9663
C -3.7453 -0.1282 -2.2333
C -3.9166 -1.4203 -2.7270
C -3.5520 -2.5203 -1.9436
C -3.0363 -2.3220 -0.6580
C -2.8703 -1.0235 -0.1636
N -0.5031 1.2737 -0.7551
C -0.2227 0.9450 0.5349
C 0.7683 0.1131 0.9374
C 0.9704 -0.2879 2.3295
C 2.2292 -1.0075 2.6948
C 2.4704 -1.4088 4.0173
C 3.4371 -2.3782 4.2943
C 4.1804 -2.9513 3.2532
C 4.0117 -2.4900 1.9486
C 3.1004 -1.4674 1.6854
C 0.1732 0.7148 -1.9366
C 0.0515 -0.8321 -2.0217
C 1.2366 -1.2755 -2.8645
C 2.2744 -0.1255 -2.8605
C 1.6938 1.0305 -2.0511
H -0.9327 1.8104 -4.9726
H 0.7291 1.2371 -4.6293
H -0.6329 0.0723 -4.6551
H -1.5033 3.0972 -0.6962
H -2.9358 1.5335 0.6077
H -3.7676 2.1468 -0.8497
H -4.0475 0.7345 -2.8342
H -4.3451 -1.5617 -3.7220
H -3.7014 -3.5322 -2.3259
H -2.7702 -3.1776 -0.0300
H -2.4952 -0.8693 0.8542
H -0.8875 1.4531 1.2247
H 1.4008 -0.2950 0.1543
H 0.0932 -0.7422 2.8263
H 1.8738 -0.9853 4.8321
H 3.6205 -2.7057 5.3194
H 4.8662 -3.7774 3.4390
H 4.5822 -2.8927 1.1126
H 3.0471 -1.0626 0.6754
H 0.0986 -1.2368 -1.0064
H -0.9344 -1.0956 -2.4243
H 1.6736 -2.2008 -2.4715
H 0.9052 -1.4829 -3.8889
H 3.2232 -0.4701 -2.4325
H 2.4857 0.1932 -3.8885
H 1.8293 2.0139 -2.5208
H 2.1234 1.0820 -1.0473


(5)
69
Properties=species:S:1:pos:R:3 method="wB97M-V/def2-TZVPD" orbital_gap_ev=7.723 relative_energy_kcal_mol=0.0 total_energy_ha=-1619.59567 smiles="COc1ccc(N2CCN([C@@H](CNC(=O)C(=O)NCCCn3ccnc3)c3cccnc3)CC2)cc1" homo_ev=-7.1 mol_weight_g_mol=491.60
C -8.8330 -1.0720 -1.6103
H -9.6757 -1.7381 -1.4299
O -8.0897 -1.0658 -0.4193
C -6.9591 -0.2932 -0.3670
C -6.2625 -0.3023 0.8381
C -5.1064 0.4313 0.9981
C -4.5960 1.2170 -0.0408
C -5.3156 1.2288 -1.2378
C -6.4691 0.4860 -1.4068
H -6.9805 0.5361 -2.3556
H -4.9836 1.8471 -2.0578
N -3.4767 2.0363 0.0973
C -2.8373 2.1911 1.3832
C -1.7872 1.1041 1.6470
N -0.7942 1.1648 0.5902
C -1.4262 0.9416 -0.6957
C -2.4694 2.0393 -0.9423
H -2.9253 1.8906 -1.9191
H -1.9694 3.0127 -0.9276
H -0.6616 0.9849 -1.4737
H -1.9290 -0.0419 -0.7468
C 0.4060 0.3582 0.8022
C 0.0954 -1.1062 1.0139
C -0.2750 -1.6509 2.2405
N -0.6273 -2.9130 2.4128
C -0.6372 -3.7127 1.3612
C -0.2893 -3.2876 0.0880
C 0.0794 -1.9644 -0.0836
H 0.3722 -1.5933 -1.0550
H -0.3051 -3.9727 -0.7460
H -0.9350 -4.7351 1.5536
H -0.2921 -1.0553 3.1443
H 0.9996 0.4411 -0.1177
C 1.2606 0.9874 1.9189
N 2.6354 0.5717 1.8200
C 3.5797 1.3129 1.2383
O 3.4608 2.4629 0.8476
C 4.9084 0.5686 1.0897
O 5.0949 -0.5521 1.5272
N 5.7923 1.3085 0.4072
H 5.4499 2.2203 0.1228
C 7.0596 0.8407 -0.0872
C 7.0483 0.6855 -1.6142
H 8.0725 0.7290 -1.9872
H 6.4987 1.5237 -2.0474
C 6.4411 -0.6385 -2.0917
N 5.1101 -0.8847 -1.6007
C 4.0083 -0.1106 -1.7429
N 2.9522 -0.6501 -1.1963
C 3.3757 -1.8314 -0.6722
C 4.7072 -1.9929 -0.9128
H 5.3838 -2.7780 -0.6479
H 2.7013 -2.4830 -0.1547
H 4.0103 0.8327 -2.2517
H 7.0691 -1.4668 -1.7535
H 6.4277 -0.6448 -3.1891
H 7.2572 -0.1178 0.3997
H 7.8390 1.5528 0.2013
H 2.8794 -0.3917 2.0129
H 0.8894 0.7380 2.9141
H 1.2431 2.0715 1.7837
H -1.3051 1.2996 2.6053
H -2.2803 0.1176 1.6913
H -3.5875 2.2092 2.1732
H -2.3268 3.1603 1.3713
H -4.6020 0.3770 1.9495
H -6.6435 -0.9060 1.6469
H -9.2096 -0.0733 -1.8570
H -8.2452 -1.4547 -2.4520


(6)
69
Properties=species:S:1:pos:R:3 method="wB97M-V/def2-TZVPD" orbital_gap_ev=6.381 relative_energy_kcal_mol=0.0 total_energy_ha=-9168.62695 homo_ev=-10.4 charge=+1 mol_weight_g_mol=712.59
Mg 0.1984 -0.2360 -0.3898
C 0.5913 0.3768 3.9355
As 0.5349 -0.9328 2.4804
C 1.7601 -2.2359 3.2881
C -1.1704 -1.8302 2.8308
C -1.7877 -1.7280 4.0740
C -2.9973 -2.3549 4.3282
C -3.6068 -3.1033 3.3329
C -2.9992 -3.2195 2.0926
C -1.7866 -2.5896 1.8256
As -0.9481 -2.7367 0.0667
C -2.3980 -3.4586 -1.0269
C 0.0706 -4.3970 0.3123
H 0.6027 -0.1102 4.9083
H -0.2587 1.0548 3.8700
H 1.5075 0.9582 3.8338
H 1.3560 -2.5799 4.2382
H 2.7212 -1.7504 3.4567
H 1.9120 -3.0899 2.6313
H -1.3235 -1.1519 4.8642
H -3.4624 -2.2586 5.3003
H -4.5523 -3.5942 3.5210
H -3.4828 -3.8131 1.3278
H -2.6516 -4.4717 -0.7215
H -2.0640 -3.4739 -2.0636
H -3.2779 -2.8208 -0.9598
H -0.5113 -5.1041 0.8995
H 1.0144 -4.1949 0.8144
H 0.2809 -4.8222 -0.6684
Cl 5.2966 -0.3258 1.3675
C 4.6032 -0.5714 -0.2353
Cl 2.8347 -0.7907 -0.1329
H 5.0206 -1.4707 -0.6692
H 4.7961 0.3040 -0.8425
C 1.4889 3.4955 -4.0213
N 0.9856 3.0789 -2.7240
C 2.0302 2.4831 -1.9189
C -0.2387 2.2791 -2.7848
C -0.0784 0.8699 -3.3230
C -0.1176 0.6740 -4.7040
C 0.1010 -0.5795 -5.2543
C 0.3609 -1.6559 -4.4207
C 0.3774 -1.4600 -3.0453
C 0.1526 -0.2083 -2.4568
H 2.2781 4.2338 -3.8704
H 0.6854 3.9665 -4.5880
H 1.9042 2.6676 -4.6145
H 2.8434 3.2044 -1.8177
H 2.4387 1.5535 -2.3469
H 1.6376 2.2638 -0.9201
H -0.9569 2.8359 -3.3911
H -0.6352 2.2370 -1.7638
H -0.3292 1.5113 -5.3608
H 0.0691 -0.7158 -6.3278
H 0.5416 -2.6395 -4.8384
H 0.5872 -2.3236 -2.4136
Se -2.8691 1.0756 -0.0429
N -1.1975 1.0783 0.5371
C -0.8962 2.3209 0.9227
C 0.3618 2.7560 1.4067
C 0.5040 4.0687 1.7388
C -0.5730 4.9952 1.6230
C -1.7955 4.6195 1.1638
C -1.9855 3.2629 0.7890
N -3.1109 2.7605 0.2984
H 1.1799 2.0509 1.4989
H 1.4581 4.4281 2.1011
H -0.4042 6.0239 1.9110
H -2.6206 5.3112 1.0687


(7)
76
Properties=species:S:1:pos:R:3 method="wB97M-V/def2-TZVPD" orbital_gap_ev="6.048 / 6.049" relative_energy_kcal_mol=49.9 total_energy_ha=-7192.97596 homo_ev="-13.8 / -13.8" charge=+2 mol_weight_g_mol=838.96
Pd -1.1066 -0.2580 0.5012
C -2.1084 -3.8847 0.1996
C -3.0391 -2.8410 -0.2861
N -2.8498 -1.5542 -0.1823
C -3.9022 -0.8132 -0.6670
C -4.9149 -1.5785 -1.1737
S -4.5529 -3.2450 -1.0280
C -3.8904 0.6345 -0.5380
C -4.9124 1.5005 -0.8162
S -4.4781 3.1074 -0.4187
C -2.9264 2.5435 0.0977
N -2.7804 1.2544 -0.0244
C -1.8954 3.4457 0.6566
H -1.1679 -3.4359 0.5221
H -1.9112 -4.6237 -0.5758
H -2.5499 -4.4236 1.0392
H -5.8412 -1.2498 -1.5989
H -5.8788 1.2808 -1.2194
H -1.8711 4.3965 0.1284
H -0.9186 2.9672 0.5877
H -2.1129 3.6528 1.7062
C 2.3543 -3.2642 -2.3166
O 1.5907 -3.1308 -1.1197
C 1.3822 -1.9892 -0.5409
O 0.6326 -1.9376 0.4414
C 1.9573 -0.6973 -1.0223
C 3.2349 -0.3574 -0.8720
As 4.2820 1.3861 -0.8939
C 5.3483 1.1776 -2.5164
C 2.5867 2.1287 -1.6160
C 1.4991 1.9608 -0.8301
As 0.3384 0.4755 -1.3225
C -0.3105 0.2983 -3.1781
C 1.7067 1.9776 0.6406
O 2.6890 2.4195 1.1776
O 0.6790 1.4576 1.3489
C 0.8367 1.4672 2.7748
C 2.4726 1.9754 -3.0875
O 2.4765 0.8488 -3.5396
O 2.3975 3.0335 -3.8563
C 2.3142 4.3266 -3.2697
C 4.3049 -1.3648 -0.5478
O 4.9221 -1.8832 -1.4355
O 4.5756 -1.6198 0.7191
C 3.8992 -0.9867 1.7883
H 3.4009 -3.4597 -2.0765
H 2.2819 -2.3697 -2.9385
H 1.9361 -4.1270 -2.8305
H 6.1950 0.5378 -2.2658
H 5.7450 2.1602 -2.7853
H 4.8133 0.7438 -3.3558
H 0.4412 0.4028 -3.9578
H -1.1116 1.0294 -3.3307
H -0.7522 -0.7037 -3.2290
H -0.1606 1.3306 3.1915
H 1.2742 2.4169 3.0886
H 1.4938 0.6514 3.0872
H 2.4891 5.0318 -4.0784
H 3.0630 4.4687 -2.4837
H 1.3121 4.4845 -2.8647
H 2.8150 -1.0208 1.6535
H 4.2378 0.0494 1.8981
H 4.1719 -1.5612 2.6735
C -3.7369 -0.9781 4.0545
C -2.8945 -2.2098 3.7229
C -1.5331 -1.5867 3.4606
O -1.8129 -0.3659 2.7574
C -3.0987 0.1167 3.1896
H -3.6468 -0.7333 5.1117
H -4.7907 -1.1151 3.8229
H -3.2654 -2.6909 2.8191
H -2.8665 -2.9317 4.5317
H -0.8691 -2.1926 2.8385
H -1.0360 -1.3363 4.4059
H -3.7030 0.3369 2.3030
H -2.9518 1.0443 3.7521